DFT (ωB97M-V with the def2-TZVPD basis set) results for a structure of composition C27H73N3O17S.

The multiplicity is 1. The net charge is 0.

Last column: Löwdin charge in e.
Positions of all 121 atoms, in Å:
C1 -1.412 2.505 -3.054  -0.017
C2 -2.094 1.921 -1.843  -0.325
C3 -3.494 2.421 -1.548  -0.002
N1 -1.412 1.090 -1.136  0.159
C4 -2.090 -0.086 -0.651  -0.399
C5 -1.056 -1.227 -0.726  -0.109
C6 0.283 -0.842 -0.088  -0.166
C7 1.209 -2.099 0.099  -0.161
C8 1.691 -2.271 1.563  -0.250
N2 3.171 -2.144 1.630  0.001
O1 -3.201 -0.563 -1.517  -0.145
S1 -4.472 -0.979 -0.660  0.589
O2 -4.368 -2.352 -0.292  -0.227
O3 -5.708 -0.670 -1.275  -0.212
O4 -4.196 0.017 0.564  -0.124
C9 -2.761 -0.105 0.743  -0.220
C10 -2.138 0.621 1.910  -0.152
C11 -1.821 1.955 1.794  0.011
C12 -1.287 2.538 2.924  -0.043
C13 -1.140 1.751 4.036  -0.160
N3 -1.423 0.466 4.151  0.091
C14 -1.937 -0.097 3.063  -0.076
H1 -0.560 3.071 -2.667  0.069
H2 -2.047 3.217 -3.576  0.076
H3 -1.037 1.732 -3.722  0.085
H4 -4.246 1.643 -1.440  0.062
H5 -3.433 3.060 -0.665  0.082
H6 -3.839 3.068 -2.352  0.072
H7 -1.456 -2.156 -0.321  0.094
H8 -0.861 -1.405 -1.788  0.135
H9 0.170 -0.385 0.899  0.091
H10 0.792 -0.115 -0.715  0.098
H11 2.082 -1.916 -0.530  0.073
H12 0.626 -2.968 -0.215  0.091
H13 1.407 -3.278 1.875  0.106
H14 1.222 -1.556 2.247  0.092
H15 3.426 -1.321 2.155  0.049
H16 3.497 -2.961 2.119  0.028
H17 -2.639 -1.156 1.041  0.123
H18 -1.973 2.507 0.881  0.101
H19 -1.025 3.586 2.925  0.107
H20 -0.745 2.236 4.928  0.107
H21 -2.209 -1.148 3.101  0.128
C15 -0.298 5.294 -0.839  -0.131
O5 -1.599 4.885 -1.276  -0.137
H22 0.441 4.663 -1.326  0.068
H23 -0.116 6.335 -1.113  0.084
H24 -0.211 5.177 0.238  0.060
H25 -2.244 5.446 -0.837  0.083
C16 3.411 -2.295 5.274  -0.135
O6 3.892 -3.114 4.208  -0.147
H26 2.659 -1.619 4.870  0.080
H27 2.961 -2.908 6.051  0.052
H28 4.230 -1.711 5.700  0.077
H29 4.556 -3.706 4.580  0.062
C17 2.639 3.881 0.683  -0.134
O7 1.930 5.041 1.125  -0.145
H30 1.953 3.258 0.113  0.072
H31 3.476 4.176 0.043  0.079
H32 3.010 3.317 1.541  0.055
H33 2.545 5.582 1.628  0.076
C18 -5.761 2.715 -5.051  -0.144
O8 -5.992 2.483 -3.660  -0.136
H34 -6.152 3.697 -5.304  0.081
H35 -4.695 2.688 -5.270  0.048
H36 -6.277 1.958 -5.648  0.080
H37 -5.641 1.611 -3.457  0.059
C19 -2.838 -4.918 1.230  -0.147
O9 -1.688 -4.570 0.462  -0.126
H38 -2.512 -5.371 2.161  0.081
H39 -3.419 -4.026 1.447  0.036
H40 -3.452 -5.633 0.676  0.086
H41 -2.005 -4.172 -0.354  0.057
C20 4.441 -1.952 -3.295  -0.152
O10 3.224 -1.756 -2.577  -0.135
H42 5.269 -1.819 -2.603  0.079
H43 4.478 -2.963 -3.711  0.076
H44 4.523 -1.219 -4.097  0.062
H45 2.504 -1.877 -3.201  0.073
C21 6.168 1.414 -2.348  -0.156
O11 5.518 1.054 -3.562  -0.136
H46 7.165 0.981 -2.358  0.078
H47 6.250 2.501 -2.264  0.072
H48 5.616 1.021 -1.489  0.077
H49 4.638 1.440 -3.541  0.076
C22 2.219 -2.948 8.921  -0.149
O12 3.023 -1.994 8.233  -0.140
H50 1.883 -3.689 8.199  0.073
H51 2.800 -3.447 9.701  0.076
H52 1.347 -2.464 9.368  0.078
H53 3.314 -1.344 8.878  0.077
C23 -3.057 2.986 -8.573  -0.155
O13 -3.274 2.746 -7.181  -0.140
H54 -3.449 3.968 -8.819  0.081
H55 -1.986 2.961 -8.795  0.074
H56 -3.573 2.236 -9.171  0.070
H57 -2.921 1.875 -6.982  0.072
C24 -2.509 3.031 -12.274  -0.151
O14 -3.785 3.126 -11.646  -0.134
H58 -1.747 3.112 -11.503  0.071
H59 -2.402 2.070 -12.783  0.077
H60 -2.376 3.842 -12.994  0.076
H61 -4.451 3.053 -12.334  0.075
C25 5.553 2.272 3.218  -0.149
O15 4.152 2.423 3.433  -0.138
H62 5.723 2.190 2.147  0.075
H63 6.096 3.139 3.602  0.076
H64 5.919 1.367 3.708  0.076
H65 4.013 2.494 4.381  0.075
C26 4.666 -6.582 6.166  -0.149
O16 5.766 -5.782 5.731  -0.130
H66 3.821 -5.927 6.362  0.072
H67 4.394 -7.297 5.386  0.079
H68 4.932 -7.116 7.081  0.076
H69 6.499 -6.378 5.561  0.073
C27 -5.249 -4.140 4.590  -0.149
O17 -4.104 -3.797 3.816  -0.139
H70 -4.906 -4.590 5.519  0.077
H71 -5.838 -3.249 4.821  0.076
H72 -5.872 -4.859 4.052  0.078
H73 -4.420 -3.400 3.000  0.050

---

DFT (ωB97M-V with the def2-TZVPD basis set) results for a cluster of 10 separate species, C27H77N2O19S6 in total.

The multiplicity is 1. The net charge is +1. Its relative energy (zero: lowest compared OMol25 entry of this formula, charge and spin) is 0.0 kcal per mole.

Last column: Löwdin charge in e.
Positions of all 131 atoms, in Å:
N1 -3.775 2.293 1.737  0.309
H1 -3.503 2.561 2.672  0.143
H2 -4.477 1.573 1.827  0.071
H3 -3.043 1.905 1.159  0.059
H4 -4.026 3.213 1.406  0.139
N2 -3.382 1.837 -2.100  0.294
H5 -2.744 1.393 -1.455  0.033
H6 -4.275 1.630 -1.677  0.131
H7 -3.138 1.367 -2.960  0.036
H8 -3.096 2.806 -2.117  0.115
C1 0.342 0.120 0.359  -0.049
C2 -0.992 -0.006 -0.333  -0.619
C3 -1.591 -1.362 -0.236  -0.060
O1 -1.910 0.994 -0.020  -0.322
H9 0.465 -0.178 1.401  0.033
H10 0.718 1.140 0.278  0.061
H11 1.136 -0.434 -0.141  0.080
H12 -0.746 0.117 -1.388  0.097
H13 -0.965 -2.183 -0.587  0.080
H14 -2.603 -1.480 -0.624  0.061
H15 -1.729 -1.481 0.838  0.066
O2 -3.125 0.797 -4.472  -0.368
S1 -2.539 -0.354 -5.258  0.811
O3 -3.257 -1.624 -5.450  -0.292
O4 -2.026 0.175 -6.782  -0.238
C4 -1.466 1.438 -6.832  -0.317
C5 -1.958 2.348 -7.995  -0.059
C6 -0.785 -0.735 -4.485  -0.032
H16 -0.402 1.353 -7.052  0.123
H17 -1.711 1.978 -5.918  0.104
H18 -3.037 2.479 -8.077  0.077
H19 -1.625 1.992 -8.970  0.072
H20 -1.510 3.335 -8.102  0.078
H21 -0.238 0.208 -4.518  0.061
H22 -0.322 -1.627 -4.906  0.073
H23 -1.026 -0.964 -3.447  0.037
O5 -0.719 3.262 -2.393  -0.337
S2 0.132 4.261 -1.666  0.758
O6 1.623 4.169 -1.697  -0.304
O7 -0.328 5.804 -2.205  -0.269
C7 0.141 6.913 -1.472  -0.311
C8 0.505 7.999 -2.520  -0.048
C9 -0.537 4.354 0.087  -0.090
H24 1.006 6.740 -0.832  0.112
H25 -0.596 7.255 -0.745  0.113
H26 1.428 7.661 -2.991  0.080
H27 0.794 8.932 -2.036  0.079
H28 -0.244 8.237 -3.275  0.082
H29 0.197 4.989 0.581  0.050
H30 -0.479 3.333 0.466  0.043
H31 -1.549 4.756 0.115  0.066
O8 6.714 0.462 -0.466  -0.272
S3 5.299 0.723 -0.486  0.655
O9 4.374 -0.277 -0.018  -0.306
O10 4.964 2.203 0.155  -0.237
C10 3.580 2.508 0.390  -0.310
C11 3.477 3.834 1.065  -0.065
C12 4.770 1.011 -2.311  -0.077
H32 3.157 1.856 1.154  0.092
H33 2.909 2.480 -0.469  0.091
H34 3.926 3.887 2.056  0.086
H35 2.396 3.969 1.108  0.067
H36 4.047 4.538 0.458  0.091
H37 5.400 1.815 -2.693  0.060
H38 3.755 1.407 -2.332  0.039
H39 4.737 0.086 -2.886  0.063
O11 3.554 -4.680 3.824  -0.305
S4 2.198 -5.255 3.925  0.696
O12 1.065 -4.400 4.328  -0.322
O13 2.011 -5.764 2.319  -0.253
C13 1.234 -4.967 1.445  -0.283
C14 1.956 -3.664 1.119  -0.072
C15 2.218 -6.700 4.906  -0.124
H40 0.265 -4.627 1.812  0.107
H41 1.064 -5.570 0.553  0.125
H42 1.445 -3.051 0.376  0.061
H43 2.861 -3.898 0.559  0.085
H44 2.238 -2.992 1.930  0.062
H45 2.932 -7.341 4.388  0.079
H46 1.240 -7.179 4.918  0.082
H47 2.557 -6.386 5.893  0.086
O14 -4.730 -0.183 1.722  -0.319
S5 -4.373 -1.152 2.755  0.668
O15 -4.459 -2.553 2.476  -0.252
O16 -2.892 -0.641 3.330  -0.290
C16 -2.128 -1.353 4.356  -0.224
C17 -0.629 -1.361 4.022  -0.065
C18 -5.279 -0.833 4.329  -0.097
H48 -2.457 -2.349 4.649  0.127
H49 -2.027 -0.765 5.268  0.110
H50 -0.330 -0.798 3.138  0.053
H51 -0.199 -2.363 4.019  0.056
H52 -0.106 -0.978 4.899  0.077
H53 -5.121 -1.654 5.029  0.073
H54 -6.326 -0.940 4.048  0.069
H55 -5.028 0.114 4.807  0.072
O17 -7.943 -0.541 -3.002  -0.280
S6 -6.662 -0.887 -3.578  0.728
O18 -5.442 -0.033 -3.528  -0.348
O19 -6.276 -2.350 -2.890  -0.265
C19 -5.000 -2.856 -2.927  -0.305
C20 -4.597 -3.431 -1.535  -0.042
C21 -6.927 -1.540 -5.346  -0.062
H56 -4.368 -2.049 -3.297  0.073
H57 -4.939 -3.600 -3.720  0.121
H58 -3.543 -3.688 -1.427  0.071
H59 -5.178 -4.287 -1.191  0.076
H60 -4.860 -2.730 -0.743  0.062
H61 -6.065 -2.103 -5.706  0.057
H62 -6.891 -0.623 -5.935  0.059
H63 -7.901 -2.026 -5.395  0.071
C22 8.394 -2.071 3.737  -0.107
C23 7.022 -1.830 3.051  -0.241
C24 6.080 -0.846 3.754  -0.252
C25 4.728 -0.971 3.174  -0.230
C26 3.834 0.263 3.554  -0.212
C27 2.330 -0.068 3.187  -0.126
H64 9.059 -1.219 3.601  0.063
H65 8.848 -3.013 3.430  0.067
H66 8.210 -1.990 4.809  0.062
H67 7.152 -1.499 2.021  0.107
H68 6.509 -2.755 3.315  0.105
H69 6.477 0.168 3.702  0.116
H70 5.993 -1.058 4.820  0.116
H71 4.618 -1.195 2.113  0.088
H72 4.214 -1.808 3.646  0.103
H73 3.753 0.344 4.638  0.098
H74 4.057 1.269 3.199  0.085
H75 2.012 -0.858 3.866  0.057
H76 1.690 0.790 3.388  0.072
H77 2.338 -0.415 2.153  0.044

---

DFT (ωB97M-V with the def2-TZVPD basis set) results for a structure of composition C27H78AsF6N12O9.

The multiplicity is 1. The net charge is -1. Its relative energy (zero: lowest compared OMol25 entry of this formula, charge and spin) is 0.0 kcal per mole.

Last column: Löwdin charge in e.
Positions of all 133 atoms, in Å:
As1 0.977 -0.618 0.405  0.731
F1 0.791 0.546 -0.887  -0.262
F2 -0.006 0.424 1.388  -0.245
F3 1.009 -1.722 1.747  -0.249
F4 1.975 -1.669 -0.549  -0.241
F5 2.425 0.157 0.956  -0.243
F6 -0.427 -1.470 -0.159  -0.243
C1 0.500 -0.542 -4.427  -0.692
O1 0.214 -1.063 -5.488  0.023
N1 -0.190 -0.746 -3.260  0.176
N2 1.561 0.318 -4.267  0.145
H1 0.225 -0.397 -2.409  0.033
H2 -1.096 -1.170 -3.295  0.104
H3 2.191 0.304 -5.049  0.095
H4 1.816 0.768 -3.409  0.073
C2 2.201 -3.722 -4.193  -0.693
O2 1.165 -4.324 -4.036  0.040
N3 2.618 -2.772 -3.286  0.157
N4 3.084 -4.027 -5.188  0.143
H5 1.988 -2.562 -2.528  0.055
H6 3.268 -2.044 -3.522  0.084
H7 2.821 -4.778 -5.798  0.094
H8 3.843 -3.444 -5.484  0.081
C3 5.610 3.399 0.858  -0.682
O3 6.192 3.141 1.896  0.016
N5 4.263 3.229 0.706  0.157
N6 6.213 3.909 -0.270  0.132
H9 3.817 3.255 -0.194  0.087
H10 3.678 2.914 1.468  0.046
H11 5.611 4.186 -1.024  0.080
H12 7.202 3.865 -0.408  0.091
C4 -6.440 4.013 3.302  -0.054
C5 -5.424 3.922 4.457  -0.440
C6 -4.004 3.803 3.954  -0.230
O4 -3.823 2.611 3.220  -0.186
C7 -2.472 2.427 2.863  -0.104
N7 -5.504 5.080 5.339  0.025
H13 -7.426 3.908 3.754  0.072
H14 -6.232 3.300 2.508  0.059
H15 -6.358 5.026 2.896  0.075
H16 -5.647 3.019 5.033  0.141
H17 -3.220 3.986 4.695  0.124
H18 -3.848 4.641 3.239  0.132
H19 -2.159 3.122 2.073  0.099
H20 -2.372 1.436 2.417  0.066
H21 -1.789 2.416 3.718  0.084
H22 -6.367 5.106 5.866  0.065
H23 -5.475 5.953 4.825  0.068
C8 -2.233 -4.170 -0.703  -0.061
C9 -0.989 -4.953 -0.262  -0.408
C10 -1.161 -6.375 0.242  -0.200
O5 0.076 -7.039 0.325  -0.214
C11 -0.086 -8.418 0.526  -0.126
N8 0.059 -4.796 -1.328  0.081
H24 -2.868 -4.832 -1.308  0.075
H25 -1.951 -3.319 -1.311  0.060
H26 -2.841 -3.912 0.164  0.062
H27 -0.682 -4.382 0.632  0.124
H28 -1.934 -6.965 -0.267  0.123
H29 -1.499 -6.243 1.283  0.127
H30 -0.668 -8.864 -0.288  0.092
H31 -0.539 -8.612 1.509  0.089
H32 0.893 -8.899 0.553  0.084
H33 0.971 -5.022 -0.911  0.036
H34 0.108 -3.774 -1.288  0.042
C12 -4.900 2.200 -2.475  -0.070
C13 -5.051 1.905 -0.992  -0.419
C14 -3.970 0.999 -0.474  -0.180
O6 -4.537 0.156 0.541  -0.201
C15 -3.643 -0.796 1.070  -0.110
N9 -5.010 3.201 -0.259  0.038
H35 -5.422 1.420 -3.044  0.077
H36 -3.874 2.210 -2.844  0.072
H37 -5.363 3.131 -2.804  0.068
H38 -6.026 1.461 -0.771  0.134
H39 -3.227 1.616 0.045  0.121
H40 -3.547 0.292 -1.193  0.130
H41 -2.623 -0.406 1.104  0.064
H42 -3.619 -1.797 0.618  0.067
H43 -4.051 -1.007 2.062  0.090
H44 -4.858 3.049 0.735  0.039
H45 -5.921 3.631 -0.363  0.063
C16 4.036 -8.047 -2.994  -0.084
C17 3.283 -7.583 -1.759  -0.419
C18 3.688 -6.202 -1.327  -0.208
O7 2.795 -5.725 -0.348  -0.221
C19 3.166 -4.427 0.093  -0.095
N10 1.816 -7.582 -2.112  0.061
H46 5.116 -7.955 -2.817  0.074
H47 3.871 -7.368 -3.839  0.073
H48 3.784 -9.045 -3.345  0.070
H49 3.362 -8.416 -1.047  0.129
H50 3.720 -5.547 -2.204  0.128
H51 4.674 -6.257 -0.841  0.129
H52 3.371 -3.753 -0.742  0.068
H53 4.160 -4.522 0.564  0.088
H54 2.430 -4.096 0.816  0.088
H55 1.350 -7.377 -1.223  0.022
H56 1.559 -8.567 -2.209  0.064
C20 0.961 7.732 -4.303  -0.077
C21 0.358 6.785 -3.287  -0.453
C22 0.459 5.335 -3.738  -0.251
O8 -0.109 4.466 -2.815  -0.185
C23 0.291 3.118 -2.914  -0.107
N11 0.900 6.963 -1.930  0.043
H57 0.426 7.732 -5.252  0.075
H58 2.029 7.566 -4.464  0.076
H59 0.847 8.735 -3.883  0.076
H60 -0.707 7.038 -3.223  0.139
H61 1.539 5.110 -3.852  0.128
H62 0.078 5.210 -4.765  0.129
H63 -0.497 2.506 -2.476  0.085
H64 1.193 2.850 -2.348  0.076
H65 0.404 2.886 -3.976  0.081
H66 1.908 6.833 -1.937  0.067
H67 0.512 6.176 -1.416  0.066
C24 1.181 0.700 4.382  -0.060
C25 1.512 2.149 4.112  -0.417
C26 1.860 2.918 5.367  -0.234
O9 0.778 2.860 6.256  -0.186
C27 1.043 3.224 7.584  -0.116
N12 2.646 2.268 3.163  0.042
H68 1.157 0.023 3.528  0.045
H69 0.286 0.483 4.971  0.078
H70 1.944 0.244 5.036  0.086
H71 0.671 2.657 3.632  0.128
H72 2.040 3.970 5.085  0.130
H73 2.841 2.613 5.766  0.128
H74 1.798 2.572 8.034  0.088
H75 0.111 3.076 8.132  0.085
H76 1.298 4.287 7.668  0.086
H77 3.496 2.100 3.699  0.082
H78 2.570 1.482 2.522  0.038

---

no.,F_max (eV/Å),Kohn-Sham gap (eV),total energy (hartree)
1,2.65,8.5,-2913.7598
2,4.44,7.4,-5002.6103
3,2.80,8.2,-5244.9413